Below is C3H7NO2 as an isolated structure, with properties calculated with ωB97M-V/def2-TZVPD.

```
13
Properties=species:S:1:pos:R:3:nbo_charge:R:1
C -0.1276 -2.0008 -0.5413 -0.42
N -0.1140 -0.5507 -0.3770 -0.63
C 0.4303 0.1259 0.6766 0.58
O 1.0421 -0.3512 1.5991 -0.59
C -0.1610 1.8926 0.6175 -0.14
O -0.0521 2.2443 -0.7275 -0.73
H 0.3010 -2.2876 -1.5076 0.20
H 0.4626 -2.4470 0.2606 0.23
H -1.1520 -2.3932 -0.4857 0.20
H -0.5496 0.0261 -1.0833 0.41
H 0.5004 2.4764 1.2663 0.19
H -1.1626 1.7418 0.9978 0.19
H 0.6182 1.4370 -0.3666 0.50
```

charge	0
spin multiplicity	1
LUMO	0.0261	hartree
ΔE to the lowest compared entry with this formula, charge and spin	92.5	kcal per mole
gap between HOMO and LUMO	10.06	eV
calculated total energy	-8806.51812	eV

***

Below is a 2-piece molecular cluster, C3H7NO2 overall, with properties calculated with ωB97M-V/def2-TZVPD.

```
13
Properties=species:S:1:pos:R:3:nbo_charge:R:1
C 0.3379 -0.6886 1.5015 -0.87
C 0.7901 0.3316 0.6378 0.19
O 1.9780 0.2344 -0.0449 -0.68
C -0.7325 0.2046 -0.7535 0.49
O -1.4698 -0.7118 -0.3294 -0.66
N -1.0954 0.7721 -1.8885 -0.78
H -0.0328 -0.3421 2.4724 0.23
H 0.9516 -1.5968 1.5984 0.21
H -0.9528 -0.9208 0.6712 0.44
H 0.6716 1.3581 0.9582 0.18
H 2.0643 -0.7108 -0.1638 0.47
H -0.5664 1.4910 -2.2885 0.39
H -1.9438 0.5792 -2.3711 0.39
```

charge	0
spin multiplicity	1
LUMO	0.0285	hartree
ΔE to the lowest compared entry with this formula, charge and spin	87.3	kcal per mole
gap between HOMO and LUMO	8.94	eV
calculated total energy	-8806.74106	eV

***

Below is one molecule with the formula C3H7NO2, with properties calculated with ωB97M-V/def2-TZVPD.

```
13
Properties=species:S:1:pos:R:3:nbo_charge:R:1
C 2.0569 0.1889 -0.1928 -0.42
N 0.6241 0.0736 -0.3476 -0.61
C -0.2206 0.0670 0.7092 0.64
O 0.1015 0.2767 1.8684 -0.63
C -1.6693 -0.2769 0.3595 -0.16
O -1.9114 -0.4361 -1.0283 -0.72
H 2.4381 1.1387 -0.5842 0.19
H 2.2812 0.1344 0.8744 0.24
H 2.5619 -0.6342 -0.7088 0.20
H 0.2184 -0.1720 -1.2384 0.41
H -2.3158 0.4816 0.8150 0.20
H -1.8958 -1.2301 0.8485 0.21
H -2.2691 0.3885 -1.3749 0.48
```

SMILES string	CNC(=O)CO
charge	0
spin multiplicity	1
LUMO	0.0244	hartree
ΔE to the lowest compared entry with this formula, charge and spin	17.8	kcal per mole
gap between HOMO and LUMO	10.29	eV
calculated total energy	-8809.75507	eV

***

Below is a 2-piece molecular cluster, C3H7NO2 overall, with properties calculated with ωB97M-V/def2-TZVPD.

```
13
Properties=species:S:1:pos:R:3:nbo_charge:R:1
C -1.0989 1.4371 1.2128 -0.75
C -2.3608 1.1210 0.5523 0.42
O -3.4736 1.0233 1.0333 -0.52
H -0.1348 1.6593 0.5331 0.23
H -1.1348 2.0632 2.0899 0.25
H -0.7882 0.5090 1.7287 0.27
H -2.3121 0.7955 -0.5262 0.10
N 2.1346 -1.3893 -1.8454 -0.87
C 1.6807 -1.4072 -0.5068 0.52
O 0.7222 -1.9844 -0.0224 -0.59
H 3.1359 -1.2479 -2.0156 0.41
H 1.4287 -1.8863 -2.5002 0.42
H 2.2010 -0.6933 0.2665 0.11
```

SMILES string	CC=O.NC=O
charge	0
spin multiplicity	1
LUMO	0.0275	hartree
ΔE to the lowest compared entry with this formula, charge and spin	50.2	kcal per mole
gap between HOMO and LUMO	10.48	eV
calculated total energy	-8808.35281	eV

***

Below is one molecule with the formula C3H7NO2, with properties calculated with ωB97M-V/def2-TZVPD.

```
13
Properties=species:S:1:pos:R:3:nbo_charge:R:1
C 0.5748 1.4016 0.8004 -0.32
C -0.4012 1.1042 -0.0881 -0.24
C -0.7837 -0.2602 -0.4237 0.22
N -1.5425 -0.9317 0.5483 -0.79
O 0.8145 -0.9020 -0.3340 -0.42
O 1.7042 -1.0151 -1.4706 -0.47
H 1.0060 2.3949 0.8300 0.20
H 0.8747 0.7316 1.5960 0.19
H -0.7659 1.8758 -0.7567 0.21
H -1.1832 -0.3857 -1.4294 0.21
H -1.0285 -1.0131 1.4190 0.38
H -1.7831 -1.8691 0.2497 0.38
H 2.5138 -1.1312 -0.9409 0.46
```

SMILES string	C=C[C@H](N)OO
charge	0
spin multiplicity	1
LUMO	0.0369	hartree
ΔE to the lowest compared entry with this formula, charge and spin	135.4	kcal per mole
gap between HOMO and LUMO	9.52	eV
calculated total energy	-8804.65866	eV

***

Below is one molecule with the formula C3H7NO2, with properties calculated with ωB97M-V/def2-TZVPD.

```
13
Properties=species:S:1:pos:R:3:nbo_charge:R:1
N -1.1491 -1.0215 -0.7228 -0.84
C -0.8778 0.2641 -1.0537 0.67
O -1.3733 0.8058 -2.0273 -0.62
C -0.0686 0.9953 -0.0081 -0.53
C 1.1072 0.2516 0.6051 -0.06
O 0.6303 -0.8501 1.3713 -0.74
H -0.7129 -1.5014 0.0494 0.42
H -1.8384 -1.4849 -1.2802 0.40
H -0.8357 1.1149 0.7731 0.24
H 0.2725 1.9450 -0.4390 0.24
H 1.7885 -0.0965 -0.1812 0.17
H 1.6629 0.9403 1.2535 0.17
H 1.3945 -1.3625 1.6600 0.48
```

SMILES string	NC(=O)CCO
charge	0
spin multiplicity	1
LUMO	0.0226	hartree
ΔE to the lowest compared entry with this formula, charge and spin	14.1	kcal per mole
gap between HOMO and LUMO	10.22	eV
calculated total energy	-8809.91832	eV

***

Below is a 2-piece molecular cluster, C3H7NO2 overall, with properties calculated with ωB97M-V/def2-TZVPD.

```
13
Properties=species:S:1:pos:R:3:nbo_charge:R:1
C -0.6540 1.0602 -2.4469 -0.13
C -0.2906 -1.9793 1.3523 -0.34
C 0.6110 -1.3557 2.1370 -0.03
N 0.0133 1.3097 -1.4000 -0.12
O 0.0086 2.7796 -1.1860 -0.62
O 1.1925 -0.2662 1.7394 -0.59
H -0.7494 0.0193 -2.4577 0.19
H -1.1349 1.7161 -3.2169 0.20
H 0.4737 3.0572 -0.4612 0.47
H -0.4894 -1.6112 0.4086 0.15
H -0.7417 -2.9534 1.6428 0.18
H 0.9528 -0.1203 0.7923 0.49
H 0.8082 -1.6561 3.0964 0.15
```

charge	0
spin multiplicity	3
LUMO (spin up / spin down)	0.0337 / -0.0438	hartree
ΔE to the lowest compared entry with this formula, charge and spin	59.0	kcal per mole
gap between HOMO and LUMO (spin up / spin down)	5.39 / 9.53	eV
calculated total energy	-8801.72243	eV

***

Below is an isolated ion of composition C3H7NO2 and charge +1, with properties calculated with ωB97M-V/def2-TZVPD.

```
13
Properties=species:S:1:pos:R:3:nbo_charge:R:1
O -2.1724 -1.4184 -0.0192 -0.29
C -1.5648 -0.5044 -0.4454 0.43
C -0.4217 0.0924 0.4164 -0.17
C 0.8907 -0.4854 -0.1943 -0.03
O 1.9152 -0.2151 0.7057 -0.68
N -0.5373 1.4937 0.4607 -0.46
H -1.7521 -0.1252 -1.4717 0.19
H -0.4716 -0.2953 1.4355 0.28
H 1.0446 -0.1176 -1.1838 0.19
H 0.7479 -1.5599 -0.3706 0.21
H 2.6944 -0.6652 0.3481 0.51
H 0.2961 1.9733 0.8140 0.43
H -0.6691 1.8272 -0.4953 0.38
```

charge	+1
spin multiplicity	2
LUMO (spin up / spin down)	-0.1710 / -0.3478	hartree
ΔE to the lowest compared entry with this formula, charge and spin	44.6	kcal per mole
gap between HOMO and LUMO (spin up / spin down)	11.23 / 5.95	eV
calculated total energy	-8799.08039	eV

***

Below is an isolated ion of composition C3H7NO2P and charge +1, with properties calculated with ωB97M-V/def2-TZVPD.

```
14
Properties=species:S:1:pos:R:3:nbo_charge:R:1
C 0.4947 0.2764 -1.7883 0.05
C -0.3745 1.1904 -2.0495 0.16
C 0.2698 -1.6079 1.6904 -0.63
N 0.2968 -0.1164 1.9379 -0.88
O 0.2936 -0.6097 -0.6983 -0.69
O -1.3962 1.5141 -1.2415 -0.63
P 1.2909 -0.7548 0.5319 1.23
H 1.3584 0.0179 -2.3396 0.22
H -0.0033 1.6784 -2.9981 0.23
H 0.6677 -2.1349 2.6403 0.28
H -0.7152 -2.0637 1.6375 0.27
H 0.5198 0.3598 2.7732 0.44
H -0.7101 0.0760 1.5937 0.44
H -1.9925 2.1745 -1.6897 0.52
```

charge	+1
spin multiplicity	3
LUMO (spin up / spin down)	-0.1125 / -0.3046	hartree
ΔE to the lowest compared entry with this formula, charge and spin	21.6	kcal per mole
gap between HOMO and LUMO (spin up / spin down)	6.47 / 5.13	eV
calculated total energy	-18084.44869	eV

***

What is the ΔE to the lowest compared entry with this formula, charge and spin in the third record?
17.8 kcal per mole